C14H32BO4 | ωB97M-V with the def2-TZVPD basis set

Structure (ORCA input):
```
! wB97M-V def2-TZVPD RIJCOSX def2/J DEFGRID3
* xyz -1 1
O 3.709 -2.442 0.381
O 0.417 2.610 3.171
O -1.969 -1.806 1.427
O -0.902 -3.892 1.121
C -1.478 3.298 -0.549
C 2.042 0.242 -1.565
C 3.693 -1.445 1.397
C -1.524 -1.818 0.091
C -2.411 2.205 0.056
C 1.978 1.290 -0.385
C 0.504 1.654 0.012
C 2.037 -1.249 -1.064
C 3.504 -1.833 -0.883
C -2.536 -1.308 -0.975
C -0.023 2.822 -0.878
C -3.452 -0.141 -0.459
C -0.962 -3.307 -0.161
C -3.012 1.249 -1.048
B -0.965 -2.730 2.055
H -1.591 -3.813 -0.933
H 0.419 2.338 4.094
H -1.979 1.647 0.908
H 4.192 -0.972 -1.071
H -4.467 -0.351 -0.875
H -1.512 4.222 0.071
H 1.517 -1.845 -1.849
H 1.148 0.409 -2.198
H -2.365 1.169 -1.943
H 0.143 2.554 -1.942
H -3.297 2.747 0.470
H 0.247 3.556 3.204
H -1.941 3.597 -1.523
H 2.549 0.885 0.477
H -0.585 -1.215 -0.030
H -0.173 0.777 -0.052
H -3.573 -0.133 0.639
H -1.412 -3.064 3.126
H 0.079 -2.104 2.098
H 2.646 -1.192 1.677
H -3.168 -2.140 -1.365
H 0.563 1.977 1.076
H 4.165 -0.506 1.032
H -1.923 -0.938 -1.832
H 3.693 -2.571 -1.685
H 4.223 -1.814 2.292
H 0.093 -3.301 -0.540
H 1.446 -1.391 -0.137
H 2.969 0.433 -2.153
H -3.950 1.748 -1.393
H 2.545 2.196 -0.708
H 0.647 3.695 -0.680
*
```

## Properties
ΔE to the lowest compared entry with this formula, charge and spin, kcal per mole: 30.1
Orbital gap, eV: 6.55
HOMO, eV: -4.0038